Record 1
DFT (the ωB97M-V functional and the def2-TZVPD basis) results for a single C2H4N4O molecule.

Atoms and positions in Å:
N  2.18498  0.41933  -0.06844
C  0.86524  -0.00605  -0.02242
N  0.48556  -1.18887  0.41506
N  -0.88348  -1.09323  0.30325
C  -1.20042  0.10776  -0.18451
O  -2.46861  0.44433  -0.42948
N  -0.13737  0.83580  -0.41843
H  2.81186  -0.23230  0.38479
H  2.26800  1.34177  0.34249
H  -1.51165  -1.78951  0.67186
H  -2.42649  1.22955  -0.99414

F_max = 0.4 eV/Å
spin multiplicity = 1
SMILES = Nc1n[nH]c(O)n1
ΔE to the lowest compared entry with this formula, charge and spin = 0.223 eV
HOMO-LUMO gap = 0.34612 hartree
HOMO level = -8.7 eV

Mulliken atomic charge list, values in e, 8 entries: number 1, N, carries -0.491; number 2, C, carries 0.455; number 3, N, carries -0.729; number 4, N, carries 0.207; number 5, C, carries 0.552; number 6, O, carries -0.496; number 7, N, carries -0.618; number 8, H, carries 0.280



Record 2
DFT (the ωB97M-V functional and the def2-TZVPD basis) results for 3 unconnected molecules or ions with the total composition C30H55N2O13P3 in a non-equilibrium geometry.

Atoms and positions in Å:
C  4.69992  -0.69945  -2.82142
C  4.88457  0.66309  -1.95581
C  4.54436  1.92700  -2.93821
C  3.39084  2.80276  -2.19417
C  3.35268  4.23552  -2.92018
C  2.34942  5.17917  -2.09164
C  0.78535  4.78851  -2.29496
N  0.49117  3.76681  -3.24608
C  -0.93347  3.55291  -3.26652
C  -1.46742  2.42763  -4.24664
C  -2.96928  2.04255  -4.37735
C  -4.00956  2.83107  -3.51301
C  -5.60348  2.52936  -3.51099
C  -5.74418  1.01625  -2.94290
O  -7.09765  0.69837  -2.52035
C  -7.14936  -0.61427  -1.97311
C  -5.91605  -1.63672  -1.82131
O  -8.28504  -1.01391  -1.57811
C  -3.53026  3.94736  -2.56129
C  -1.99406  4.31048  -2.43162
N  -1.65148  5.33644  -1.48307
C  -0.24308  5.55587  -1.40822
P  0.34121  6.88425  -0.16933
O  1.07987  8.01218  -0.91776
O  1.30121  6.08239  0.98863
O  -1.04457  7.46316  0.66905
H  3.74283  -1.22559  -2.48479
H  4.64459  -0.51887  -3.95635
H  5.64050  -1.33879  -2.65054
H  4.08860  0.65037  -1.11657
H  5.94816  0.78483  -1.55019
H  5.48553  2.57845  -3.10343
H  4.14533  1.59239  -3.95622
H  3.71948  2.87847  -1.09276
H  2.41743  2.21910  -2.32039
H  4.40434  4.69477  -2.82474
H  3.03180  4.18012  -4.01391
H  2.61773  5.11078  -0.97315
H  2.47057  6.25996  -2.48901
H  -0.74242  1.81651  -4.90264
H  -3.31804  1.20806  -5.07496
H  -6.09834  3.21697  -2.72038
H  -6.06724  2.67446  -4.54424
H  -5.30320  0.30462  -3.72190
H  -5.04619  0.96051  -2.01866
H  -5.76556  -2.23069  -2.79455
H  -4.92397  -1.15731  -1.51547
H  -6.20341  -2.36713  -0.97307
H  -4.28991  4.50545  -1.90142
H  0.83296  5.21601  1.13657
H  -1.52730  6.71381  1.09036
C  2.66227  -5.79732  0.77874
C  3.01807  -4.32435  0.68001
O  4.19451  -4.01388  1.40930
P  5.63957  -4.63029  0.88216
O  5.78006  -3.70998  -0.33334
O  6.64188  -3.74271  1.86302
C  7.55778  -2.82401  1.26887
C  6.92378  -1.46403  1.02698
O  5.54000  -5.74063  2.19008
C  5.74011  -7.12009  1.89473
C  6.92680  -7.38469  0.98781
H  3.36571  -6.39706  0.19583
H  1.66062  -5.98111  0.38057
H  2.69983  -6.13969  1.81268
H  3.13300  -4.02198  -0.36586
H  2.20865  -3.72934  1.11037
H  7.96669  -3.24001  0.34337
H  8.40510  -2.71411  1.95341
H  5.91837  -1.53364  0.60889
H  7.54359  -0.86868  0.35303
H  6.82406  -0.92085  1.97267
H  4.83016  -7.53268  1.45379
H  5.89020  -7.63411  2.84769
H  6.81495  -6.88036  0.02065
H  7.02570  -8.45565  0.79597
H  7.85243  -7.02095  1.44097
C  -6.83639  -0.36396  1.59193
C  -6.74019  -1.23037  2.83418
O  -5.39172  -1.47136  3.20480
P  -4.47957  -0.19746  3.74244
O  -5.15751  -0.05792  5.10992
O  -3.16531  -1.05690  4.28776
C  -2.83535  -1.04498  5.67490
C  -3.57980  -2.12741  6.44268
O  -3.69731  -0.22389  2.21090
C  -3.59064  1.01062  1.50743
C  -3.14336  2.17204  2.37449
H  -6.55472  0.66578  1.82712
H  -7.86046  -0.34942  1.20954
H  -6.17244  -0.72550  0.80719
H  -7.28508  -0.77598  3.66760
H  -7.19549  -2.20292  2.63146
H  -3.01702  -0.05370  6.10048
H  -1.75801  -1.21990  5.76066
H  -4.63163  -2.20169  6.16292
H  -3.51511  -1.94790  7.51786
H  -3.13804  -3.10673  6.23057
H  -4.54721  1.24193  1.03296
H  -2.86674  0.85983  0.70188
H  -3.84337  2.35242  3.19869
H  -3.08433  3.08741  1.78051
H  -2.16308  1.97414  2.81558

F_max = 9.3 eV/Å
spin multiplicity = 1
SMILES = CCCCCCc1nc2ccc(CCOC(C)=O)cc2nc1P(=O)(O)O.CCOP(=O)(OCC)OCC.CCOP(=O)(OCC)OCC
HOMO-LUMO gap = 0.27949 hartree
HOMO level = -9.2 eV

Mulliken atomic charge list, values in e, 8 entries: number 1, C, carries -0.836; number 2, C, carries -0.238; number 3, C, carries -0.551; number 4, C, carries -0.602; number 5, C, carries -0.722; number 6, C, carries -0.654; number 7, C, carries 0.553; number 8, N, carries -0.345



Record 3
DFT (the ωB97M-V functional and the def2-TZVPD basis) results for 2 unconnected molecules or ions with the total composition C9H14.

Atoms and positions in Å:
C  0.29695  -2.08602  1.43810
C  -0.64989  -1.23840  0.63378
C  -1.39590  -0.24273  1.26294
C  -2.21506  0.60572  0.52673
C  -2.28335  0.49647  -0.84913
C  -1.51039  -0.46919  -1.48690
C  -0.72222  -1.33929  -0.75741
H  -0.14500  -2.44576  2.36698
H  1.21452  -1.54095  1.65845
H  0.59641  -2.99032  0.89021
H  -1.31915  -0.14497  2.33920
H  -2.77621  1.34290  1.08721
H  -2.91288  1.15257  -1.43085
H  -1.58224  -0.60058  -2.56420
H  -0.17821  -2.14514  -1.23439
C  1.69313  1.46791  -1.20645
C  2.21693  1.46063  0.22180
H  2.43444  1.65165  -1.98086
H  1.30184  0.48289  -1.49074
H  0.91061  2.21163  -1.30959
H  2.49758  0.47775  0.60453
H  1.43974  1.80025  0.91319
H  3.08835  2.09297  0.36742

F_max = 0.8 eV/Å
spin multiplicity = 1
SMILES = Cc1ccccc1.CC
ΔE to the lowest compared entry with this formula, charge and spin = 0.164 eV
HOMO-LUMO gap = 0.37211 hartree
HOMO level = -9.1 eV

Mulliken atomic charge list, values in e, 8 entries: number 1, C, carries -1.349; number 2, C, carries 0.887; number 3, C, carries -0.442; number 4, C, carries -0.411; number 5, C, carries -0.530; number 6, C, carries -0.388; number 7, C, carries -0.570; number 8, H, carries 0.370



Record 4
DFT (the ωB97M-V functional and the def2-TZVPD basis) results for a molecular structure, C25H45AuClP2 in a non-equilibrium geometry.

Atoms and positions in Å:
Au  0.03271  1.12127  1.70553
C  2.53322  1.62284  2.41674
C  2.34835  2.51299  1.30726
C  0.90277  3.17639  2.99616
C  1.63818  2.03298  3.46431
C  1.35995  3.48323  1.66943
C  3.49797  0.49982  2.51032
H  3.80463  0.15042  1.51853
H  3.07544  -0.35316  3.06163
H  4.40869  0.81169  3.04261
C  1.60927  1.46873  4.84007
H  1.99658  0.44190  4.86114
H  0.59857  1.45941  5.26308
H  2.25043  2.06278  5.51012
C  -0.05827  3.98841  3.78702
H  0.48414  4.70919  4.41842
H  -0.68438  3.37215  4.44640
H  -0.72637  4.56958  3.13760
C  0.89348  4.61756  0.83734
H  1.45726  5.52902  1.08361
H  -0.17053  4.83881  1.00295
H  1.04285  4.42257  -0.23094
C  3.03333  2.43687  -0.00473
H  3.87184  3.14785  -0.05595
H  2.34780  2.68273  -0.83207
H  3.44215  1.43320  -0.18880
C  -0.80815  -4.67151  -2.52691
C  0.46343  -4.45345  -2.89924
C  0.94330  -4.05036  -4.26250
C  -0.09470  -3.36718  -5.18613
C  -0.71058  -2.11382  -4.62524
C  -1.77172  -1.99026  -3.83196
C  -2.66316  -3.09298  -3.33308
C  -2.05748  -4.51780  -3.34384
H  1.32832  -4.94042  -4.78985
H  -0.83694  -4.10363  -5.51330
H  1.80428  -3.37235  -4.15376
H  -1.94812  -4.86174  -4.37818
H  -0.99254  -5.04900  -1.51441
H  1.26457  -4.67710  -2.18446
H  -2.81212  -5.17359  -2.88159
H  -2.98668  -2.86015  -2.30599
H  -2.11567  -0.97841  -3.56689
H  -3.58498  -3.11346  -3.94021
H  0.45441  -3.06524  -6.09157
H  -0.20214  -1.19913  -4.96474
P  0.20413  -0.96820  0.57830
P  -1.66713  1.74483  0.12710
C  -1.26199  -1.00547  -0.54947
C  -2.34827  0.06577  -0.25071
H  -1.69511  -2.01461  -0.46003
H  -0.88446  -0.91034  -1.58441
H  -3.04595  0.16675  -1.09589
H  -2.92183  -0.22600  0.64688
C  -2.93129  2.82438  0.83649
H  -2.49712  3.82944  0.94944
H  -3.24204  2.45550  1.82418
H  -3.81913  2.89787  0.19005
C  -1.11435  2.43885  -1.45596
H  -1.89241  2.30652  -2.22773
H  -0.18709  1.94824  -1.79050
H  -0.92387  3.51603  -1.33294
C  0.12256  -2.28709  1.82110
H  0.97916  -2.15360  2.50099
H  0.18946  -3.28443  1.36294
H  -0.80717  -2.21581  2.40282
C  1.69278  -1.23772  -0.41632
H  1.89850  -0.35799  -1.04513
H  1.58757  -2.12610  -1.06410
H  2.54689  -1.39881  0.25832
Cl  -2.67733  -0.22966  3.07824
C  -1.11940  0.48999  3.42091
H  -1.33512  1.37177  4.03747
H  -0.51336  -0.22775  3.96403

F_max = 1.0 eV/Å
spin multiplicity = 3
ΔE to the lowest compared entry with this formula, charge and spin = 0.000 eV
charge = +1
HOMO-LUMO gap (alpha / beta) = 0.27903 / 0.23578 hartree
HOMO level (alpha / beta) = -9.4 / -10.4 eV

Mulliken atomic charge list, values in e, 8 entries: number 1, Au, carries 0.916; number 2, C, carries 0.462; number 3, C, carries 0.898; number 4, C, carries 0.676; number 5, C, carries 0.347; number 6, C, carries 0.537; number 7, C, carries -1.606; number 8, H, carries 0.329



Record 5
DFT (the ωB97M-V functional and the def2-TZVPD basis) results for a molecular structure, C22H38Cl3IrN3O3SSi2 in a non-equilibrium geometry.

Atoms and positions in Å:
Ir  0.18380  -0.36390  -0.16320
Cl  0.20690  3.43450  6.33270
C  0.00160  2.30190  5.08130
C  0.56780  2.55570  3.82320
C  0.41840  1.64130  2.81290
Cl  1.16210  1.91120  1.28670
C  -0.33820  0.43250  2.96570
O  -0.54160  -0.39810  2.03470
C  -0.88370  0.21560  4.28510
Cl  -1.76640  -1.22320  4.54090
C  -0.71520  1.12520  5.30470
H  1.11920  3.46960  3.65480
H  -1.14210  0.93840  6.27700
C  1.95710  -4.44240  -2.25440
C  2.00280  -3.45090  -3.41660
C  1.82900  -2.12270  -2.68920
O  0.92880  -2.38260  -1.60870
C  0.98560  -3.77540  -1.27590
H  2.94290  -4.54450  -1.80240
H  1.61600  -5.42720  -2.56140
H  1.16920  -3.62330  -4.09850
H  2.93840  -3.49960  -3.96700
H  1.37660  -1.34950  -3.30960
H  2.78570  -1.76870  -2.28480
H  -0.02570  -4.17990  -1.37710
H  1.31230  -3.88940  -0.23880
C  -3.55190  3.94840  0.78500
Si  -3.34390  2.17600  0.09880
C  -4.65920  1.78060  -1.23530
C  -3.54720  0.96510  1.57600
C  -1.63410  2.05920  -0.65490
Si  -0.73990  2.83800  -2.10820
C  -1.83970  2.72170  -3.67160
C  0.86880  1.81970  -2.39920
C  -0.21810  4.64100  -1.74310
H  -4.50920  4.01770  1.28990
H  -3.53320  4.66380  -0.02770
H  -2.76990  4.21060  1.48760
H  -5.64620  1.78390  -0.78130
H  -4.50550  0.81420  -1.70510
H  -4.64410  2.53820  -2.01150
H  -3.26750  1.43730  2.51290
H  -2.92080  0.08780  1.44770
H  -4.57530  0.63060  1.67410
H  -1.08000  1.22080  -0.19020
H  -2.32880  1.75600  -3.74340
H  -1.24900  2.87620  -4.56990
H  -2.60860  3.48680  -3.64850
H  0.93440  1.44260  -3.41420
H  0.88300  0.94000  -1.72980
H  1.75940  2.40680  -2.20060
H  -1.06760  5.24040  -1.43660
H  0.19470  5.09270  -2.63980
H  0.53820  4.70380  -0.96740
C  -2.43480  -2.72580  -0.14360
N  -2.60950  -2.55460  -1.56750
C  -2.03070  -1.60350  -2.31620
N  -2.27800  -1.63090  -3.64110
O  -1.30670  -0.69480  -1.86610
H  -2.22620  -3.77340  0.08370
H  -3.33610  -2.42700  0.39620
H  -1.58940  -2.11350  0.19160
H  -3.28580  -3.16590  -1.99910
H  -2.86890  -2.31240  -4.08370
H  -1.87980  -0.90510  -4.21430
S  3.63160  -2.42050  2.22590
C  4.32960  -1.32170  1.10820
C  3.36420  -0.66860  0.41190
N  2.09970  -1.02640  0.75430
C  2.08780  -1.93570  1.69170
H  5.39170  -1.21520  1.01920
H  3.52100  0.08840  -0.33510
H  1.18190  -2.34100  2.10050

F_max = 4.6 eV/Å
spin multiplicity = 2
ΔE to the lowest compared entry with this formula, charge and spin = 5.540 eV
charge = +2
HOMO-LUMO gap (alpha / beta) = 0.13326 / 0.11736 hartree
HOMO level (alpha / beta) = -12.4 / -12.2 eV

Mulliken atomic charge list, values in e, 8 entries: number 1, Ir, carries 1.810; number 2, Cl, carries -0.184; number 3, C, carries 0.320; number 4, C, carries -0.881; number 5, C, carries 1.185; number 6, Cl, carries -0.123; number 7, C, carries -0.910; number 8, O, carries -0.735



Record 6
DFT (the ωB97M-V functional and the def2-TZVPD basis) results for a gas-phase ion, C4H8N4 (charge +2) in a non-equilibrium geometry.

Atoms and positions in Å:
C  -0.10000  -0.86662  -0.16235
C  -0.50657  0.55966  -0.55586
C  1.00558  0.60067  1.08573
C  -0.64528  -2.07224  -0.74248
N  0.76723  -0.81412  0.78050
N  0.20877  1.36521  0.26124
N  -1.35346  0.91978  -1.45145
N  1.83513  0.96262  1.98933
H  -1.34970  -1.90739  -1.55072
H  -1.12879  -2.66659  0.04654
H  0.15868  -2.74391  -1.07149
H  0.18130  2.38366  0.26807
H  -1.82725  0.22066  -2.02382
H  -1.60994  1.89246  -1.62765
H  2.35257  0.23562  2.49287
H  2.01173  1.93053  2.26154

F_max = 2.9 eV/Å
spin multiplicity = 1
ΔE to the lowest compared entry with this formula, charge and spin = 0.000 eV
charge = +2
HOMO-LUMO gap = 0.35807 hartree
HOMO level = -20.6 eV

Mulliken atomic charge list, values in e, 8 entries: number 1, C, carries 0.606; number 2, C, carries 0.664; number 3, C, carries 0.303; number 4, C, carries -1.044; number 5, N, carries -0.461; number 6, N, carries -0.073; number 7, N, carries -0.238; number 8, N, carries -0.187